(1)
Here is 2 unconnected molecules or ions with the total composition C4H9O in a non-equilibrium geometry from the Open Molecules 2025 dataset. Energies are from the ωB97M-V functional and the def2-TZVPD basis.

Geometry as ORCA input:
```
! RIJCOSX wB97M-V def2-TZVPD def2/J DEFGRID3
* xyz -1 1
C 1.871 0.923 1.141
O 1.353 1.657 0.135
H 1.106 0.150 1.604
H 2.733 0.278 0.793
H 2.229 1.500 1.987
C -0.146 -0.606 -1.313
C -1.532 -0.541 -0.772
C -1.863 -0.284 0.486
H 0.039 -1.688 -1.426
H -0.039 -0.209 -2.326
H 0.572 -0.167 -0.623
H -2.221 -0.861 -1.561
H -2.936 -0.311 0.689
H -1.166 0.160 1.186
*
```

molar mass: 73.115 g/mol
LUMO level: 4.1993 eV
ΔE to the lowest compared entry with this formula, charge and spin: 26.7 kcal/mol
energy: -232.97637 Eh
gap between HOMO and LUMO: 0.23034 Ha

(2)
Here is a gas-phase ion, C8H10Cl3N2 (charge +1) in a non-equilibrium geometry from the Open Molecules 2025 dataset. Energies are from the ωB97M-V functional and the def2-TZVPD basis.

Geometry as ORCA input:
```
! RIJCOSX wB97M-V def2-TZVPD def2/J DEFGRID3
* xyz 1 1
C -0.041 0.083 2.737
C 0.387 0.837 1.410
C 0.350 2.335 1.667
C -0.363 0.415 0.181
C -1.277 0.946 -0.648
Cl -2.219 2.339 -0.204
N -1.586 0.406 -1.884
C -0.985 -0.573 -2.409
Cl -1.273 -0.888 -4.056
N -0.008 -1.339 -1.777
C 0.642 -2.435 -2.553
C 0.357 -0.992 -0.584
Cl 1.253 -1.799 0.542
H 0.045 -0.968 2.791
H -1.026 0.302 3.154
H 0.682 0.461 3.428
H 1.395 0.600 1.255
H -0.517 2.891 1.701
H 0.912 2.807 0.818
H 0.682 2.672 2.657
H 0.008 -3.270 -2.918
H 1.031 -2.055 -3.437
H 1.550 -2.774 -1.869
*
```

molar mass: 240.541 g/mol
SMILES: CC(C)c1c(Cl)nc(Cl)[n+](C)c1Cl
LUMO level: -5.0008 eV
energy: -1800.58189 Eh
gap between HOMO and LUMO: 0.31669 Ha

(3)
Here is a gas-phase ion, C4H13N2 (charge +1) in a non-equilibrium geometry from the Open Molecules 2025 dataset. Energies are from the ωB97M-V functional and the def2-TZVPD basis.

Geometry as ORCA input:
```
! RIJCOSX wB97M-V def2-TZVPD def2/J DEFGRID3
* xyz 1 1
C -1.085 1.823 -1.345
C -0.053 0.730 -1.201
C 0.188 0.157 0.182
N 1.686 -0.339 0.223
C -0.563 -1.095 0.484
N -0.083 -1.444 1.920
H -1.453 1.976 -2.337
H -1.982 1.628 -0.732
H -0.579 2.697 -0.866
H 0.882 1.170 -1.597
H -0.101 -0.198 -1.811
H 0.038 0.824 1.028
H 1.636 -1.212 -0.355
H 1.713 -0.740 1.171
H 2.457 0.283 -0.028
H -0.359 -1.978 -0.151
H -1.637 -1.007 0.530
H -0.174 -2.402 2.256
H -0.531 -0.871 2.630
*
```

molar mass: 89.162 g/mol
SMILES: CC[C@H]([NH3+])CN
LUMO level: -3.1554 eV
ΔE to the lowest compared entry with this formula, charge and spin: 29.6 kcal/mol
energy: -269.45353 Eh
gap between HOMO and LUMO: 0.40872 Ha

(4)
Here is 2 unconnected molecules or ions with the total composition H3OPS in a non-equilibrium geometry from the Open Molecules 2025 dataset. Energies are from the ωB97M-V functional and the def2-TZVPD basis.

Geometry as ORCA input:
```
! RIJCOSX wB97M-V def2-TZVPD def2/J DEFGRID3
* xyz 0 1
O 0.684 1.480 -0.550
P 0.564 -0.116 -0.738
S 0.176 -0.922 1.225
H 0.207 2.076 -0.008
H -1.444 -0.262 -1.015
H -0.188 -2.255 1.086
*
```

molar mass: 82.064 g/mol
LUMO level: 0.0615 eV
ΔE to the lowest compared entry with this formula, charge and spin: 44.4 kcal/mol
energy: -816.51153 Eh
gap between HOMO and LUMO: 0.31597 Ha

(5)
Here is a single C21H26N2O molecule in a non-equilibrium geometry from the Open Molecules 2025 dataset. Energies are from the ωB97M-V functional and the def2-TZVPD basis.

Geometry as ORCA input:
```
! RIJCOSX wB97M-V def2-TZVPD def2/J DEFGRID3
* xyz 0 1
N 3.573 -1.306 1.281
C 3.526 0.175 1.276
C 2.191 0.704 1.724
C 1.089 -0.051 1.403
C -0.238 0.314 1.780
C -1.436 -0.537 1.492
O -2.501 -0.359 2.103
C -1.451 -1.597 0.357
C -2.515 -2.682 0.554
C -2.416 -3.594 -0.633
C -2.830 -2.833 -1.907
N -1.842 -1.731 -2.103
C -1.917 -1.111 -3.471
C -0.536 -0.463 -3.779
C -0.411 0.561 -4.898
C -0.230 0.997 -3.461
C -1.644 -0.849 -0.942
C -0.338 1.554 2.454
C 0.775 2.352 2.797
C 0.606 3.576 3.447
C 1.689 4.417 3.638
C 2.953 4.040 3.203
C 3.142 2.790 2.639
C 2.050 1.918 2.408
H 4.485 -1.631 0.985
H 3.366 -1.657 2.230
H 4.298 0.524 1.940
H 3.757 0.508 0.263
H 1.231 -0.997 0.902
H -0.447 -2.073 0.284
H -2.297 -3.245 1.463
H -3.535 -2.259 0.575
H -1.393 -3.972 -0.775
H -3.034 -4.490 -0.513
H -2.798 -3.528 -2.781
H -3.814 -2.395 -1.812
H -2.728 -0.378 -3.440
H -2.154 -1.874 -4.212
H 0.288 -1.128 -3.589
H 0.493 0.525 -5.537
H -1.344 0.826 -5.459
H 0.785 1.206 -3.166
H -0.995 1.711 -3.116
H -2.508 -0.184 -0.818
H -0.771 -0.235 -1.124
H -1.296 1.974 2.750
H -0.366 3.868 3.834
H 1.552 5.355 4.110
H 3.798 4.695 3.317
H 4.139 2.572 2.324
*
```

molar mass: 322.452 g/mol
SMILES: NCc1cc(C(=O)[C@H]2CCCN(CC3CC3)C2)cc2ccccc12
LUMO level: -0.0861 eV
ΔE to the lowest compared entry with this formula, charge and spin: 49.9 kcal/mol
energy: -1000.51859 Eh
gap between HOMO and LUMO: 0.29349 Ha

(6)
Here is 9 unconnected molecules or ions with the total composition C7H32NO8 in a non-equilibrium geometry from the Open Molecules 2025 dataset. Energies are from the ωB97M-V functional and the def2-TZVPD basis.

Geometry as ORCA input:
```
! RIJCOSX wB97M-V def2-TZVPD def2/J DEFGRID3
* xyz 1 1
C 0.584 -1.854 -2.580
C 0.687 -0.499 -1.924
C 2.106 0.068 -1.869
C 2.247 1.575 -2.155
C 2.425 2.525 -0.973
C 3.452 2.344 0.123
C 4.075 1.245 0.533
N -0.041 -0.348 -0.637
H 0.956 -2.624 -1.889
H 1.222 -2.020 -3.444
H -0.426 -2.136 -2.865
H 0.138 0.198 -2.571
H 2.310 -0.075 -0.799
H 2.880 -0.545 -2.323
H 3.019 1.715 -2.911
H 1.331 1.871 -2.677
H 2.702 3.474 -1.445
H 1.475 2.721 -0.470
H 3.671 3.229 0.716
H 4.713 1.054 1.383
H 3.856 0.322 0.008
H -1.020 -0.599 -0.839
H -0.175 0.638 -0.378
H 0.293 -0.903 0.165
H -0.275 -4.130 1.320
H -0.276 -2.684 1.767
O -0.728 -3.293 1.157
H 1.699 -0.949 2.451
H 0.171 -0.672 2.633
O 0.832 -1.108 2.069
H -3.419 -0.638 -0.152
H -4.867 -0.237 0.067
O -3.981 0.141 0.027
H -0.115 1.943 3.445
H -1.292 1.202 2.760
O -0.310 1.273 2.782
H -3.446 0.813 1.634
H -3.292 1.930 2.827
O -3.002 1.090 2.464
H -2.399 -1.963 1.636
H -2.222 -0.745 2.530
O -1.980 -1.095 1.663
H -1.701 -2.635 -0.095
H -2.820 -2.933 -1.231
O -2.287 -2.268 -0.793
H -2.370 1.268 0.089
H -2.500 2.534 -0.636
O -1.898 1.781 -0.592
*
```

molar mass: 258.332 g/mol
LUMO level: -2.4837 eV
ΔE to the lowest compared entry with this formula, charge and spin: 34.0 kcal/mol
energy: -942.36121 Eh
gap between HOMO and LUMO: 0.35108 Ha

(7)
Here is a single C22H25N5O3S molecule in a non-equilibrium geometry from the Open Molecules 2025 dataset. Energies are from the ωB97M-V functional and the def2-TZVPD basis.

Geometry as ORCA input:
```
! RIJCOSX wB97M-V def2-TZVPD def2/J DEFGRID3
* xyz 0 1
C -8.281 -0.800 2.135
C -8.108 0.188 0.997
O -6.744 0.166 0.584
C -6.443 0.897 -0.501
O -7.265 1.548 -1.102
C -5.013 0.808 -0.867
C -4.571 1.490 -1.999
C -3.249 1.433 -2.388
C -2.342 0.685 -1.639
N -0.995 0.560 -1.966
C -0.307 1.159 -2.965
O -0.750 1.928 -3.788
C 1.166 0.742 -2.983
S 2.171 1.625 -1.746
C 1.845 0.674 -0.331
N 0.962 -0.287 -0.221
N 1.025 -0.759 1.034
C 1.935 -0.090 1.679
C 2.321 -0.320 3.103
N 3.743 -0.457 3.308
C 4.519 -1.289 2.514
C 3.979 -2.367 1.813
C 4.800 -3.188 1.064
C 6.170 -2.974 0.988
C 7.053 -3.886 0.190
C 6.703 -1.902 1.693
C 5.895 -1.070 2.440
N 2.497 0.851 0.853
C 3.544 1.791 1.135
C -2.781 0.004 -0.500
C -4.103 0.064 -0.118
H -8.015 -1.801 1.804
H -9.315 -0.798 2.467
H -7.638 -0.527 2.968
H -8.367 1.206 1.310
H -8.742 -0.072 0.141
H -5.287 2.063 -2.568
H -2.910 1.960 -3.265
H -0.443 -0.009 -1.310
H 1.291 -0.324 -2.800
H 1.599 1.025 -3.942
H 1.802 -1.227 3.430
H 1.964 0.511 3.719
H 4.223 0.372 3.622
H 2.920 -2.566 1.848
H 4.360 -4.016 0.526
H 7.889 -3.338 -0.240
H 7.460 -4.669 0.832
H 6.495 -4.363 -0.611
H 7.766 -1.711 1.652
H 6.329 -0.239 2.981
H 3.558 2.546 0.350
H 3.359 2.274 2.095
H 4.512 1.284 1.159
H -2.070 -0.570 0.077
H -4.441 -0.464 0.760
*
```

molar mass: 439.541 g/mol
SMILES: CCOC(=O)c1ccc(NC(=O)CSc2nnc(CNc3ccc(C)cc3)n2C)cc1
LUMO level: 0.3123 eV
ΔE to the lowest compared entry with this formula, charge and spin: 4.4 kcal/mol
energy: -1751.07926 Eh
gap between HOMO and LUMO: 0.31151 Ha